Record 1
Molecular formula: C26H106INO30
Method: DFT, the ωB97M-V functional and the def2-TZVPD basis

As for the HOMO energy: -9.61 eV. The value obtained for the LUMO energy is -0.0012 hartree.

Geometry as XYZ:
```
164
Properties=species:S:1:pos:R:3:mulliken_charge:R:1
C 0.13 2.46 -4.21 -0.7528
C 0.43 2.50 -5.79 -0.6081
C 1.43 1.38 -6.30 0.6129
C 2.88 1.44 -5.62 -0.7848
C 3.51 -0.02 -5.63 -0.6230
C 3.09 -0.85 -4.30 -0.3533
C 2.46 -2.27 -4.63 -1.0254
C 0.99 -2.21 -5.24 0.0484
C -0.09 -1.48 -4.30 0.4172
C -1.29 -2.44 -3.85 -0.5196
C -1.20 -2.90 -2.31 -0.5403
C -1.11 -1.63 -1.30 -0.5306
C -2.28 -1.68 -0.19 -0.0494
C -1.78 -2.43 1.13 -0.7491
C -1.66 -1.42 2.40 1.2323
C -2.06 -2.23 3.72 -1.2466
C -1.64 -1.50 5.10 -0.2498
O -0.88 -0.31 4.82 0.4590
C -1.28 0.80 5.63 -1.0136
C -0.26 0.90 6.87 -0.5518
O 0.94 0.15 6.65 0.0430
C 1.62 -0.14 7.86 -0.7371
I 1.03 -2.13 8.66 -0.0263
C 3.22 -0.23 7.64 -0.3199
C 4.01 0.95 8.34 -0.3855
C 4.26 0.73 9.91 -1.0913
N -1.24 2.00 4.74 0.3172
C -2.04 3.13 5.28 -0.6176
C 0.13 2.38 4.40 0.4853
C 0.77 1.77 3.07 -0.4886
O 0.85 3.17 5.04 -0.5653
H 0.78 3.23 -3.67 0.3330
H -0.94 2.80 -4.06 0.1529
H 0.29 1.42 -3.79 0.1005
H 0.84 3.50 -6.11 0.2775
H -0.55 2.36 -6.36 0.2542
H 0.95 0.36 -6.18 -0.5420
H 1.59 1.53 -7.42 0.2619
H 2.76 1.76 -4.53 0.2631
H 3.55 2.23 -6.09 0.3687
H 4.65 0.10 -5.58 0.3141
H 3.30 -0.62 -6.57 0.3150
H 4.04 -1.02 -3.68 0.3309
H 2.43 -0.19 -3.66 0.2057
H 3.11 -2.82 -5.40 0.3909
H 2.45 -2.94 -3.70 0.2478
H 0.66 -3.30 -5.37 0.2072
H 0.99 -1.77 -6.29 -0.1647
H -0.56 -0.62 -4.86 0.1004
H 0.49 -1.02 -3.43 -0.1583
H -1.26 -3.41 -4.46 0.3962
H -2.31 -1.98 -4.07 -0.0142
H -0.33 -3.62 -2.21 0.2007
H -2.19 -3.42 -2.05 0.3257
H -0.07 -1.62 -0.84 0.1444
H -1.32 -0.72 -1.96 0.2476
H -2.50 -0.58 0.06 -0.3292
H -3.18 -2.23 -0.59 0.4066
H -2.44 -3.29 1.47 0.4622
H -0.72 -2.80 0.91 0.2417
H -2.38 -0.55 2.32 -0.3132
H -0.59 -1.05 2.39 -0.3095
H -1.70 -3.31 3.67 0.3962
H -3.21 -2.30 3.71 0.2569
H -2.60 -1.32 5.66 0.1232
H -1.05 -2.28 5.70 0.0139
H -2.33 0.74 6.04 0.5916
H -0.09 2.00 7.08 0.3171
H -0.80 0.39 7.75 0.4601
H 1.39 0.59 8.70 0.6236
H 3.47 -0.24 6.53 0.1481
H 3.64 -1.21 8.06 0.3921
H 3.42 1.91 8.24 0.2415
H 5.05 1.01 7.88 0.2996
H 4.65 -0.31 10.15 0.2483
H 3.37 1.01 10.55 0.2339
H 5.11 1.45 10.19 0.3319
H -1.89 3.30 6.40 0.1319
H -1.79 4.09 4.72 0.4089
H -3.14 2.93 5.03 0.1559
H 0.94 2.61 2.31 0.4008
H 1.69 1.16 3.27 0.1093
H -0.01 1.09 2.58 -0.1024
O -1.19 -5.43 -4.73 -0.7052
H -0.33 -5.87 -4.71 0.2940
H -1.59 -5.67 -3.88 0.3408
O -0.04 5.55 -6.50 -0.5981
H -0.69 5.85 -7.15 0.3051
H 0.29 6.36 -6.09 0.2648
O -4.02 1.10 1.93 -0.7189
H -3.44 1.45 2.62 0.2821
H -3.58 1.35 1.11 0.2947
O -2.61 -7.98 -4.62 -0.6395
H -3.10 -8.25 -5.41 0.3303
H -2.03 -7.28 -4.94 0.3610
O 1.59 -0.27 11.63 -0.5322
H 1.56 -0.66 12.51 0.2662
H 1.07 -0.87 11.08 0.2416
O -4.45 -6.86 -6.27 -0.6619
H -4.23 -6.23 -5.57 0.3837
H -5.41 -6.80 -6.35 0.2620
O -0.11 -2.65 12.04 -0.6118
H -0.14 -2.69 11.08 0.1819
H -0.35 -3.55 12.32 0.2948
O 0.37 7.39 -8.56 -0.5872
H 0.76 7.72 -9.38 0.2458
H 0.66 6.46 -8.52 0.3282
O -4.16 -2.95 6.54 -0.6284
H -4.82 -2.27 6.34 0.3138
H -3.97 -2.82 7.48 0.3047
O -5.95 0.78 4.30 -0.6357
H -5.37 1.13 4.99 0.3081
H -5.50 1.03 3.48 0.3350
O 0.95 -0.76 -8.60 -0.6428
H 0.64 -0.06 -9.19 0.3797
H 1.53 -1.29 -9.15 0.2905
O 2.19 -1.47 2.90 -0.5200
H 1.62 -1.31 3.66 0.2363
H 1.98 -2.37 2.62 0.2877
O -0.40 9.89 -7.39 -0.6692
H -0.50 10.45 -8.16 0.2917
H -0.36 8.99 -7.76 0.4081
O 5.48 -1.60 2.25 -0.6494
H 5.69 -0.98 2.96 0.3129
H 4.52 -1.55 2.17 0.3117
O -4.49 -4.08 -5.38 -0.5716
H -5.14 -3.78 -6.03 0.2794
H -4.17 -3.27 -4.98 0.3185
O 1.72 8.19 -5.94 -0.6169
H 1.07 8.50 -6.59 0.3311
H 2.04 9.00 -5.53 0.2830
O 6.64 -1.39 9.42 -0.5875
H 7.36 -1.36 10.06 0.2858
H 6.59 -2.31 9.16 0.2970
O 3.09 -2.02 -0.57 -0.5802
H 3.28 -1.28 0.01 0.2896
H 3.89 -2.57 -0.51 0.2911
O -3.80 -9.76 -2.23 -0.6231
H -3.41 -9.43 -3.05 0.3240
H -3.52 -10.68 -2.19 0.3116
O -2.26 9.20 -4.84 -0.6307
H -1.68 9.55 -4.15 0.3075
H -1.82 9.44 -5.66 0.3379
O 0.34 -0.65 -11.10 -0.6374
H 0.30 -0.71 -12.06 0.2786
H 0.10 -1.53 -10.80 0.3243
O 5.42 3.64 7.26 -0.6414
H 4.76 3.94 6.61 0.3267
H 5.72 4.45 7.68 0.2960
O -2.77 4.75 -4.77 -0.6390
H -2.33 4.65 -3.91 0.3084
H -2.07 5.04 -5.36 0.3285
O 6.92 4.13 4.65 -0.6473
H 7.78 3.70 4.65 0.3196
H 6.52 3.86 5.49 0.3744
O -5.86 -1.43 -5.79 -0.6230
H -5.63 -0.80 -5.09 0.3123
H -6.82 -1.36 -5.86 0.3062
O -3.98 2.80 7.58 -0.6134
H -3.81 3.54 8.18 0.3098
H -3.19 2.26 7.64 0.3040
O -2.80 -5.84 -8.71 -0.6492
H -1.94 -6.29 -8.70 0.2992
H -3.20 -6.08 -7.87 0.3732
```

Record 2
Molecular formula: C14H8ClEuNO2
Method: DFT, the ωB97M-V functional and the def2-TZVPD basis

For the energy above the lowest of the compared OMol25 structures with the same formula, charge and spin, the calculation gives 184.30 kcal per mole. As for the HOMO energy (spin up / spin down): -15.86 / -18.38 eV. Its spin multiplicity is 7. The net charge is +3. The value obtained for the LUMO energy (spin up / spin down) is -0.4248 / -0.4942 hartree.

Geometry as XYZ:
```
27
Properties=species:S:1:pos:R:3:lowdin_spin:R:1
O -3.96 -2.38 0.89 0.7863
C -3.10 -1.53 0.71 0.3573
N -3.32 -0.14 0.48 0.1428
C -2.10 0.50 0.00 0.0409
O -2.13 1.59 -0.48 0.1431
C -0.94 -0.52 0.21 0.1853
C 0.52 -0.40 0.07 -0.0202
C 1.18 0.94 -0.31 0.2253
C 2.28 0.99 -1.31 -0.0407
C 2.83 2.33 -1.60 0.2381
C 2.27 3.60 -0.94 0.2414
C 1.19 3.53 0.05 -0.0197
C 0.65 2.20 0.38 0.2116
C 1.32 -1.66 0.32 0.1884
C 0.69 -2.96 0.73 -0.0614
C -0.80 -3.02 0.91 0.1597
Cl -1.71 -4.49 1.43 0.0259
C -1.58 -1.81 0.63 0.1586
H -3.68 0.43 1.25 0.0056
H 2.68 0.06 -1.80 -0.0042
H 3.67 2.40 -2.33 0.0077
H 2.67 4.61 -1.20 0.0075
H 0.73 4.41 0.57 -0.0038
H -0.16 2.07 1.14 0.0053
H 2.43 -1.65 0.22 0.0075
H 1.31 -3.88 0.91 -0.0039
Eu -2.94 -5.23 -0.92 3.0157
```

Record 3
Molecular formula: CH7N2
Method: DFT, the ωB97M-V functional and the def2-TZVPD basis

For the energy above the lowest of the compared OMol25 structures with the same formula, charge and spin, the calculation gives 17.85 kcal per mole. As for the HOMO energy: -15.61 eV. The net charge is +1. The value obtained for the LUMO energy is -0.1714 hartree.

Geometry as XYZ:
```
10
Properties=species:S:1:pos:R:3:mulliken_charge:R:1
C -0.79 -0.06 0.59 -0.1119
N -1.51 -0.14 -0.50 -0.1958
N 1.46 0.07 -0.01 -0.7704
H -0.34 -0.95 1.05 0.3173
H -0.40 0.93 0.97 0.3019
H -1.97 0.64 -0.84 0.2708
H -1.95 -1.02 -0.90 0.3003
H 1.45 1.02 -0.26 0.3171
H 2.22 0.03 0.66 0.2895
H 1.84 -0.53 -0.76 0.2812
```

Record 4
Molecular formula: C4H8O2
Method: DFT, the ωB97M-V functional and the def2-TZVPD basis

For the energy above the lowest of the compared OMol25 structures with the same formula, charge and spin, the calculation gives 54.27 kcal per mole. As for the HOMO energy: -10.11 eV. The value obtained for the LUMO energy is 0.0394 hartree.

Geometry as XYZ:
```
14
Properties=species:S:1:pos:R:3:mulliken_charge:R:1
C 1.67 -0.41 0.86 -1.3612
C 0.44 0.39 0.43 0.4322
O 0.98 1.44 -0.36 -0.5300
C -0.57 -0.39 -0.47 -0.0537
C -2.06 -0.33 -0.57 -0.3408
O -1.24 0.54 -1.32 -0.4514
H 2.18 -0.83 -0.02 0.3464
H 2.40 0.27 1.34 0.3256
H 1.44 -1.21 1.56 0.3603
H -0.04 0.82 1.32 0.2329
H 0.25 1.87 -0.82 0.3267
H -0.13 -1.26 -0.95 0.2782
H -2.68 0.05 0.25 0.2073
H -2.64 -0.97 -1.25 0.2275
```

Record 5
Molecular formula: C12H25BN2O5
Method: DFT, the ωB97M-V functional and the def2-TZVPD basis

For the energy above the lowest of the compared OMol25 structures with the same formula, charge and spin, the calculation gives 33.18 kcal per mole. As for the HOMO energy: -8.15 eV. The value obtained for the LUMO energy is 0.0134 hartree.

Geometry as XYZ:
```
45
Properties=species:S:1:pos:R:3:mulliken_charge:R:1
N 0.35 -2.59 1.01 -0.7502
C 0.93 -1.31 0.58 1.7963
C 0.70 -0.20 1.65 -2.1336
C 1.17 -0.66 3.03 -0.4080
C 1.00 0.31 4.16 -0.5475
C -0.43 0.68 4.45 -0.8138
B -1.43 0.83 3.24 0.7648
O -2.18 -0.22 2.82 -0.6072
O -1.46 2.00 2.52 -0.6875
C 0.12 -0.95 -0.76 -0.9829
C 0.33 0.52 -1.21 -1.0473
N -0.25 0.92 -2.52 0.0212
C -1.69 1.28 -2.55 -0.3889
C -2.12 1.66 -4.00 -0.6976
O -1.77 0.67 -4.94 -0.3954
C -0.38 0.40 -4.93 -0.7239
C 0.09 -0.07 -3.60 -0.5926
C 2.42 -1.46 0.22 -0.0260
O 2.95 -0.52 -0.33 -0.5469
O 2.99 -2.67 0.60 -0.4449
H 0.48 -3.13 0.14 0.3698
H -0.63 -2.51 1.17 0.3536
H 1.18 0.71 1.38 0.6046
H -0.34 -0.03 1.73 0.5960
H 0.52 -1.50 3.37 0.2188
H 2.24 -0.85 2.91 0.2371
H 1.67 1.22 4.12 0.3249
H 1.39 -0.18 5.07 0.3349
H -0.79 -0.17 4.98 0.3490
H -0.48 1.55 5.12 0.2587
H -2.56 0.21 2.00 0.3333
H -0.71 2.69 2.58 0.3314
H -0.95 -1.09 -0.64 0.2129
H 0.48 -1.62 -1.51 0.8003
H 0.21 1.28 -0.42 0.3593
H 1.42 0.71 -1.51 0.1921
H -1.98 2.13 -1.96 0.3749
H -2.23 0.45 -2.12 0.3094
H -3.17 1.92 -4.07 0.3787
H -1.66 2.62 -4.33 0.3276
H 0.14 1.30 -5.31 0.3710
H -0.18 -0.36 -5.68 0.3300
H -0.41 -1.02 -3.34 0.3402
H 1.11 -0.46 -3.51 0.4842
H 3.91 -2.50 0.40 0.4196
```

Record 6
Molecular formula: C3H7IN3
Method: DFT, the ωB97M-V functional and the def2-TZVPD basis

For the energy above the lowest of the compared OMol25 structures with the same formula, charge and spin, the calculation gives 63.95 kcal per mole. As for the HOMO energy: -13.38 eV. The net charge is +1. The value obtained for the LUMO energy is -0.1906 hartree.

Geometry as XYZ:
```
14
Properties=species:S:1:pos:R:3:mulliken_charge:R:1
C -1.15 1.43 -0.04 -1.0237
N 0.12 0.75 0.38 0.3999
C -0.08 -0.71 0.75 -0.3992
N 0.57 -1.39 -0.39 -0.3615
I 1.09 -3.43 -0.22 0.3704
C 1.19 -0.52 -1.15 0.0663
N 1.02 0.80 -0.71 -0.8260
H -1.83 1.33 0.75 0.4461
H -0.89 2.37 -0.34 0.4135
H -1.56 1.05 -0.87 0.3896
H 0.52 1.35 1.10 0.3816
H -1.19 -1.05 0.87 0.2894
H 0.43 -1.05 1.77 0.3669
H 1.75 -0.93 -1.89 0.4868
```

Record 7
Molecular formula: C14H26AgO3
Method: DFT, the ωB97M-V functional and the def2-TZVPD basis

As for the HOMO energy (spin up / spin down): -14.05 / -14.05 eV. Its spin multiplicity is 2. The net charge is +2. The value obtained for the LUMO energy (spin up / spin down) is -0.3286 / -0.4506 hartree.

Geometry as XYZ:
```
44
Properties=species:S:1:pos:R:3:lowdin_spin:R:1
C -0.38 1.13 3.58 0.0842
O 0.04 1.55 2.27 0.6317
C -0.69 2.70 1.82 0.0792
C -0.13 3.32 0.46 0.0059
C 0.36 2.24 -0.61 0.0027
C -0.66 1.96 -1.79 0.0012
C -2.15 1.67 -1.34 0.0015
C -2.39 0.26 -0.62 0.0000
C -1.52 -0.95 -1.19 0.0005
C -0.23 -1.31 -0.28 0.0042
C 1.10 -1.32 -1.15 0.0016
C 2.17 -2.42 -0.73 0.0003
C 2.02 -3.89 -1.31 0.0003
O 1.57 -4.73 -0.21 0.0009
C 1.84 -4.16 1.01 0.0000
O 1.57 -4.72 2.11 0.0007
C 2.49 -2.69 0.80 0.0000
H -0.96 0.14 3.57 0.0520
H -1.01 1.91 4.10 0.0055
H 0.58 0.89 4.16 0.0334
H -0.60 3.52 2.60 0.0380
H -1.80 2.52 1.67 0.0468
H -0.92 3.97 -0.06 -0.0006
H 0.73 4.01 0.69 0.0039
H 1.30 2.67 -1.09 0.0005
H 0.68 1.27 -0.13 0.0003
H -0.69 2.92 -2.43 0.0002
H -0.26 1.16 -2.51 0.0006
H -2.47 2.48 -0.57 0.0012
H -2.87 1.78 -2.22 0.0002
H -3.49 -0.01 -0.78 0.0000
H -2.28 0.41 0.50 0.0000
H -2.19 -1.88 -1.13 0.0002
H -1.26 -0.86 -2.29 0.0000
H -0.17 -0.61 0.62 0.0012
H -0.40 -2.35 0.18 0.0006
H 1.64 -0.33 -1.21 0.0005
H 0.79 -1.57 -2.22 0.0005
H 3.13 -2.06 -1.24 0.0000
H 2.99 -4.36 -1.66 0.0002
H 1.36 -3.75 -2.22 0.0000
H 2.15 -1.87 1.49 0.0000
H 3.59 -2.93 0.98 0.0000
Ag -2.58 4.25 -1.62 0.0000
```

Record 8
Molecular formula: H18O9
Method: DFT, the ωB97M-V functional and the def2-TZVPD basis

For the energy above the lowest of the compared OMol25 structures with the same formula, charge and spin, the calculation gives 66.56 kcal per mole. As for the HOMO energy: -11.19 eV. The value obtained for the LUMO energy is 0.0116 hartree.

Geometry as XYZ:
```
27
Properties=species:S:1:pos:R:3:mulliken_charge:R:1
O 3.92 24.30 12.81 -0.6401
H 3.52 25.14 13.02 0.3139
H 3.66 23.72 13.52 0.3222
O 2.23 20.33 11.35 -0.6328
H 2.62 21.20 11.23 0.3270
H 2.84 19.87 11.92 0.3122
O -3.49 28.18 16.31 -0.6395
H -3.90 29.04 16.20 0.3191
H -4.21 27.55 16.23 0.3204
O 2.12 27.86 15.15 -0.6271
H 1.31 27.36 15.06 0.3184
H 1.96 28.45 15.89 0.3093
O -0.41 23.90 14.34 -0.6192
H -0.71 23.07 13.95 0.3169
H -1.18 24.47 14.32 0.3114
O -0.60 19.22 16.02 -0.6307
H -1.24 18.56 16.26 0.3151
H 0.22 18.74 15.92 0.3163
O 2.98 22.75 16.45 -0.6310
H 2.89 22.83 17.40 0.3041
H 2.16 23.10 16.10 0.3209
O -3.46 24.42 10.15 -0.6438
H -2.87 23.71 10.41 0.3256
H -4.00 24.04 9.45 0.3121
O -1.92 20.79 11.26 -0.6265
H -2.41 20.10 10.83 0.3017
H -1.02 20.46 11.31 0.3241
```